A molecular structure, C26H20Br2IrN4O9, computed with the ωB97M-V functional and the def2-TZVPD basis.

Positions of all 62 atoms, in Å:
Ir: 0.46878 2.39410 -0.39358
C: 2.32044 2.49885 2.55946
C: 0.83661 2.34813 2.65075
C: 0.25402 2.11125 3.91228
C: -1.09668 2.02111 4.06016
C: -1.93911 2.23463 2.95011
C: -3.35462 2.22714 2.97268
Br: -4.27213 1.85034 4.57599
C: -4.07048 2.48162 1.83630
C: -3.41537 2.76061 0.62354
Br: -4.41262 3.09633 -0.93372
C: -2.04607 2.77500 0.55342
O: -1.35545 3.05059 -0.56083
C: -1.31205 2.48722 1.72239
N: 0.06911 2.48094 1.57823
H: 2.66349 3.14866 3.36368
H: 2.63488 2.92013 1.60866
H: 2.80645 1.53323 2.70549
H: 0.91074 2.00020 4.76407
H: -1.53270 1.81328 5.02798
H: -5.15092 2.47266 1.86057
C: 1.10724 -4.66715 -0.53468
C: 1.70518 -3.29844 -0.44716
C: 2.39085 -2.89320 0.69296
C: 2.91449 -1.61831 0.81551
C: 3.66048 -1.27890 2.08249
C: 2.69741 -0.68871 -0.24044
C: 2.98523 0.67313 0.06322
O: 2.48294 1.70801 -0.43481
C: 2.11444 -1.13209 -1.46153
C: 2.20202 -0.31641 -2.71863
C: 1.61374 -2.41236 -1.52698
H: 1.62857 -5.37158 0.11094
H: 1.11800 -5.04219 -1.55702
H: 0.06632 -4.62272 -0.20658
H: 2.52940 -3.60007 1.50207
H: 3.93350 -2.19786 2.59608
H: 3.04766 -0.69740 2.77409
H: 4.57873 -0.72601 1.88696
H: 3.71593 0.84214 0.85881
H: 3.24852 -0.24421 -3.02380
H: 1.84471 0.69876 -2.59966
H: 1.65511 -0.80067 -3.52675
H: 1.18548 -2.76393 -2.45929
O: -3.76792 -3.09599 -3.81381
N: -3.32420 -2.02418 -4.16316
O: -3.42350 -1.53405 -5.26589
C: -2.57592 -1.25553 -3.15450
C: -2.03844 -0.04420 -3.49899
C: -1.27489 0.63803 -2.55898
C: -1.05544 0.14826 -1.25694
O: -0.29761 0.64662 -0.33288
C: -1.72693 -1.05928 -0.95003
C: -2.43630 -1.77551 -1.87319
N: -1.65832 -1.59639 0.42234
O: -1.74296 -0.81008 1.33873
O: -1.51522 -2.79689 0.52844
N: -0.70314 1.89145 -3.00307
O: -1.16801 2.45419 -3.94041
O: 0.36011 2.31265 -2.46340
H: -2.18895 0.36357 -4.48877
H: -2.89460 -2.71854 -1.60895

Net charge = +1
HOMO energy = -11.0 eV
Energy above the lowest of the compared OMol25 structures with the same formula, charge and spin = 17.1 kcal per mole
DFT total energy = -7150.819925 hartree

***

2 unconnected molecules or ions with the total composition C18H25F8N5OPS in a non-equilibrium geometry, computed with the ωB97M-V functional and the def2-TZVPD basis.

Positions of all 59 atoms, in Å:
C: -1.04703 2.42674 2.17693
C: -1.83579 1.36390 1.40876
N: -2.00599 1.43767 0.15366
C: -2.39666 0.16716 2.19100
N: -1.34021 -0.39855 3.04289
C: -0.23087 -0.89776 2.56951
N: 0.80872 -1.39779 3.34969
C: 1.97848 -0.85536 2.58344
C: 3.37237 -1.14415 3.05007
C: 4.22451 -0.07214 3.14314
C: 5.54108 -0.20290 3.51689
C: 6.01744 -1.46394 3.80676
C: 5.16001 -2.52749 3.72682
C: 3.84999 -2.40686 3.35202
C: 1.55953 -1.44143 1.22611
C: 2.44165 -1.05524 0.05986
N: 2.49407 0.40299 -0.11598
N: 0.14177 -0.96243 1.25148
P: -0.91514 -1.82817 0.16593
S: -2.07008 -3.13186 0.99340
H: -0.52806 1.99462 3.03756
H: -1.67787 3.25843 2.49451
H: -0.25710 2.78322 1.51069
H: -1.55122 2.28331 -0.19618
H: -2.85717 -0.57067 1.53389
H: -3.17865 0.58190 2.83328
H: -1.43913 -0.40129 4.04930
H: 0.68494 -0.99903 4.28019
H: 1.81873 0.22819 2.67518
H: 3.84745 0.92013 2.89793
H: 6.14864 0.69386 3.53366
H: 7.06054 -1.56255 4.08229
H: 5.55392 -3.51633 3.94509
H: 3.18089 -3.25707 3.26833
H: 1.52888 -2.51881 1.45363
H: 3.44504 -1.42779 0.31332
H: 2.11858 -1.54860 -0.85902
H: 3.11716 0.79749 0.57835
H: 2.85898 0.57580 -1.04471
H: -0.06537 -2.49640 -0.73629
H: -1.58033 -0.83626 -0.58102
C: -2.21546 0.74305 -3.32139
C: -1.73714 2.03321 -4.01883
C: -2.72944 3.19603 -4.11671
F: -3.81105 2.87652 -4.84422
F: -2.13048 4.24220 -4.73025
F: -1.25719 1.72341 -5.23898
F: -0.67448 2.48941 -3.28675
O: -2.63715 -0.33811 -4.14676
C: -3.94868 -0.42277 -4.59197
C: -4.03715 -0.37281 -6.11956
F: -3.54000 0.78539 -6.59179
F: -5.32940 -0.45320 -6.50071
F: -4.71998 0.50579 -4.00199
F: -4.41511 -1.62283 -4.18428
H: -1.33252 0.35038 -2.81609
H: -2.93172 0.94763 -2.52527
H: -3.05124 3.52130 -3.12272
H: -3.47850 -1.19912 -6.56410

Net charge = +1
HOMO energy = -12.2 eV
DFT total energy = -2588.158057 hartree

***

A molecular structure, C19H25N3ORhS2 in a non-equilibrium geometry, computed with the ωB97M-V functional and the def2-TZVPD basis.

Positions of all 51 atoms, in Å:
Rh: -0.54328 -0.22265 1.04546
C: -0.00155 -1.77784 -1.70798
N: 0.91833 -1.25271 -0.69539
C: 1.71645 -0.12554 -1.21400
C: 1.94687 1.00533 -0.19743
N: 0.70307 1.57189 0.34369
C: -0.10100 2.26705 -0.66647
C: 0.90116 2.48572 1.45260
C: 1.88253 3.46681 1.43210
C: 2.00562 4.38128 2.47098
C: 1.14202 4.32984 3.55564
C: 0.14475 3.37696 3.58129
C: 0.00521 2.45495 2.53780
S: -1.33813 1.35295 2.64658
C: 1.74062 -2.28411 -0.11805
C: 2.30147 -3.28372 -0.90072
C: 3.08005 -4.27961 -0.33434
C: 3.32303 -4.28529 1.03026
C: 2.76484 -3.30809 1.82508
C: 1.94524 -2.31884 1.27157
S: 1.16155 -1.20687 2.35700
H: 0.46311 -1.87413 -2.69354
H: -0.85659 -1.10642 -1.79173
H: -0.35495 -2.75577 -1.38693
H: 1.21460 0.27295 -2.09984
H: 2.70856 -0.47289 -1.53160
H: 2.54150 1.77694 -0.70360
H: 2.52983 0.62254 0.64457
H: 0.46582 3.10448 -1.08883
H: -0.99919 2.66292 -0.19000
H: -0.39465 1.58931 -1.46717
H: 2.56117 3.54686 0.59588
H: 2.77365 5.13842 2.42970
H: 1.24263 5.02918 4.37337
H: -0.54035 3.31094 4.41286
H: 2.12689 -3.29389 -1.96674
H: 3.49850 -5.05004 -0.96085
H: 3.93657 -5.05485 1.47034
H: 2.93486 -3.30446 2.88941
C: -5.27616 -1.40298 -2.17677
N: -4.25926 -0.57194 -1.56724
C: -3.94108 0.72471 -2.13367
C: -3.50624 -1.05265 -0.58708
O: -2.53458 -0.46449 -0.11842
H: -5.96444 -0.79195 -2.75356
H: -5.84293 -1.92625 -1.40730
H: -4.82927 -2.14030 -2.84956
H: -4.78966 1.10974 -2.69196
H: -3.08214 0.65525 -2.80675
H: -3.70345 1.41651 -1.32464
H: -3.82162 -2.04520 -0.23400

Net charge = +1
HOMO energy (spin up / spin down) = -10.6 / -10.5 eV
Energy above the lowest of the compared OMol25 structures with the same formula, charge and spin = 8.5 kcal per mole
DFT total energy = -1885.205061 hartree

***

Repeat the first record exactly.
A molecular structure, C26H20Br2IrN4O9, computed with the ωB97M-V functional and the def2-TZVPD basis.

Positions of all 62 atoms, in Å:
Ir: 0.46878 2.39410 -0.39358
C: 2.32044 2.49885 2.55946
C: 0.83661 2.34813 2.65075
C: 0.25402 2.11125 3.91228
C: -1.09668 2.02111 4.06016
C: -1.93911 2.23463 2.95011
C: -3.35462 2.22714 2.97268
Br: -4.27213 1.85034 4.57599
C: -4.07048 2.48162 1.83630
C: -3.41537 2.76061 0.62354
Br: -4.41262 3.09633 -0.93372
C: -2.04607 2.77500 0.55342
O: -1.35545 3.05059 -0.56083
C: -1.31205 2.48722 1.72239
N: 0.06911 2.48094 1.57823
H: 2.66349 3.14866 3.36368
H: 2.63488 2.92013 1.60866
H: 2.80645 1.53323 2.70549
H: 0.91074 2.00020 4.76407
H: -1.53270 1.81328 5.02798
H: -5.15092 2.47266 1.86057
C: 1.10724 -4.66715 -0.53468
C: 1.70518 -3.29844 -0.44716
C: 2.39085 -2.89320 0.69296
C: 2.91449 -1.61831 0.81551
C: 3.66048 -1.27890 2.08249
C: 2.69741 -0.68871 -0.24044
C: 2.98523 0.67313 0.06322
O: 2.48294 1.70801 -0.43481
C: 2.11444 -1.13209 -1.46153
C: 2.20202 -0.31641 -2.71863
C: 1.61374 -2.41236 -1.52698
H: 1.62857 -5.37158 0.11094
H: 1.11800 -5.04219 -1.55702
H: 0.06632 -4.62272 -0.20658
H: 2.52940 -3.60007 1.50207
H: 3.93350 -2.19786 2.59608
H: 3.04766 -0.69740 2.77409
H: 4.57873 -0.72601 1.88696
H: 3.71593 0.84214 0.85881
H: 3.24852 -0.24421 -3.02380
H: 1.84471 0.69876 -2.59966
H: 1.65511 -0.80067 -3.52675
H: 1.18548 -2.76393 -2.45929
O: -3.76792 -3.09599 -3.81381
N: -3.32420 -2.02418 -4.16316
O: -3.42350 -1.53405 -5.26589
C: -2.57592 -1.25553 -3.15450
C: -2.03844 -0.04420 -3.49899
C: -1.27489 0.63803 -2.55898
C: -1.05544 0.14826 -1.25694
O: -0.29761 0.64662 -0.33288
C: -1.72693 -1.05928 -0.95003
C: -2.43630 -1.77551 -1.87319
N: -1.65832 -1.59639 0.42234
O: -1.74296 -0.81008 1.33873
O: -1.51522 -2.79689 0.52844
N: -0.70314 1.89145 -3.00307
O: -1.16801 2.45419 -3.94041
O: 0.36011 2.31265 -2.46340
H: -2.18895 0.36357 -4.48877
H: -2.89460 -2.71854 -1.60895

Net charge = +1
HOMO energy = -11.0 eV
Energy above the lowest of the compared OMol25 structures with the same formula, charge and spin = 17.1 kcal per mole
DFT total energy = -7150.819925 hartree